The molecule C3H4N2, computed with ωB97M-V with the def2-TZVPD basis set.

## Properties
Structure (SMILES): N#C/C=C/N
Kohn-Sham gap: 9.61 eV
Highest occupied orbital energy: -9.02 eV

The geometry in ORCA input format:
```
! wB97M-V def2-TZVPD RIJCOSX def2/J DEFGRID3
* xyz 0 1
N 0.879 2.188 -2.066
C 0.569 1.097 -1.638
C 0.193 -0.190 -0.914
C -0.158 0.026 0.382
N -0.511 -0.818 1.457
H 0.638 -1.216 -1.440
H -0.329 1.091 0.710
H -1.106 -0.326 2.146
H -0.175 -1.852 1.362
*
```

=====

A 4-piece molecular cluster, C2H12O3S overall, computed with ωB97M-V with the def2-TZVPD basis set.

## Properties
Kohn-Sham gap (spin up / spin down): 10.50 / 5.97 eV
Highest occupied orbital energy (spin up / spin down): -14.70 / -14.70 eV

The geometry in ORCA input format:
```
! wB97M-V def2-TZVPD RIJCOSX def2/J DEFGRID3
* xyz 1 2
C -1.006 -0.261 2.040
S -1.113 -0.963 0.273
C -1.758 0.580 -0.480
H -0.185 0.458 2.165
H -2.013 0.104 2.147
H -0.784 -1.055 2.632
H -2.845 0.651 -0.247
H -1.533 0.449 -1.517
H -1.068 1.271 -0.035
H 1.767 0.811 0.794
H 2.937 1.052 1.621
O 1.988 1.160 1.683
H 0.958 -2.403 -2.322
H -0.385 -1.870 -1.834
O 0.266 -1.859 -2.572
H 1.908 -0.046 -1.798
H 1.016 1.229 -1.393
O 1.850 0.693 -1.154
*
```

=====

Taking the records one at a time from the top gives energy relative to the best compared isomer or geometry (same formula, charge and spin) values of 1.9578, 0.9419 eV.
Taking the records one at a time from the top gives energy values of -6153.9430, -19236.9850 eV.